(1)
The following is a quantum chemistry calculation of a structure of composition C31H54ClNO4P2Si2W at a distorted geometry, from the OMol25 dataset.

ORCA input file:
```
! wB97M-V def2-TZVPD RIJCOSX def2/J DEFGRID3
* xyz 0 3
W -0.201 -0.023 -0.319
C -1.423 1.649 -1.233
C -0.431 1.197 -2.152
C -0.753 -0.198 -2.431
Si 0.871 2.452 -2.707
C -1.867 -0.574 -1.632
C -2.272 0.578 -0.832
Si -3.591 0.952 0.471
H -1.485 2.664 -0.846
H -0.222 -0.829 -3.138
H -2.351 -1.546 -1.610
Cl 2.190 -3.062 1.678
C -3.948 2.790 0.610
C -5.131 -0.016 0.049
C 0.331 4.222 -2.397
C 1.272 2.135 -4.503
H -5.658 0.539 -0.741
H -5.808 -0.104 0.911
H -4.911 -1.020 -0.333
H -3.054 3.322 0.965
H -4.770 2.989 1.314
H -4.232 3.196 -0.370
H 0.460 2.576 -5.101
H 1.329 1.067 -4.746
H 2.214 2.617 -4.803
H -0.638 4.412 -2.878
H 1.060 4.942 -2.797
H 0.233 4.394 -1.315
C -2.740 0.448 2.089
C 2.288 2.141 -1.483
P -1.614 -0.958 1.815
H -3.489 0.247 2.869
H -2.105 1.286 2.429
P 2.347 0.385 -1.022
H 2.064 2.720 -0.567
H 3.240 2.508 -1.897
C 3.972 0.188 -0.125
C 2.790 -0.533 -2.653
C -2.781 -2.393 1.313
C -1.170 -1.548 3.538
C 0.266 -1.187 3.878
H -1.227 -2.646 3.467
C -2.121 -1.056 4.630
H -2.129 0.039 4.678
H -1.771 -1.431 5.600
H -3.147 -1.411 4.493
H 0.957 -1.684 3.175
H 0.512 -1.544 4.890
H 0.430 -0.102 3.815
H -3.239 -2.021 0.382
C -3.898 -2.675 2.326
C -2.023 -3.695 1.003
H -4.526 -1.802 2.546
H -3.491 -3.077 3.265
H -4.554 -3.448 1.899
H -1.512 -3.657 0.034
H -2.748 -4.520 0.956
H -1.275 -3.937 1.773
H 1.930 -0.302 -3.302
C 2.880 -2.059 -2.482
C 4.066 -0.019 -3.329
H 4.053 1.058 -3.542
H 4.170 -0.539 -4.294
H 4.958 -0.262 -2.734
H 1.895 -2.528 -2.376
H 3.492 -2.348 -1.614
H 3.344 -2.486 -3.384
C 3.735 0.040 1.369
C 4.985 1.300 -0.409
H 4.367 -0.772 -0.495
H 4.599 2.275 -0.088
H 5.264 1.363 -1.465
H 5.901 1.098 0.161
H 3.262 0.929 1.806
H 4.696 -0.135 1.877
H 3.102 -0.842 1.572
C 0.395 -1.937 -0.366
H 0.043 -2.620 -1.149
H 1.497 -1.921 -0.364
H 0.122 -2.348 0.621
O 0.599 3.531 1.456
C 0.872 2.651 2.311
O 0.530 1.413 2.299
C 1.733 3.015 3.507
C 1.814 4.350 3.952
C 2.572 4.694 5.070
C 3.277 3.690 5.765
C 3.206 2.348 5.346
C 2.444 2.023 4.231
N 4.105 4.021 6.874
O 4.171 5.215 7.240
O 4.738 3.105 7.448
H 1.280 5.126 3.407
H 2.639 5.721 5.419
H 3.752 1.589 5.902
H 2.411 0.980 3.925
*
```

The frontier orbital gap (alpha / beta) is 5.970 / 5.610 eV. The HOMO energy (alpha / beta) is -0.269 / -0.272 Eh. Its expectation value of S² is 2.013.

***

(2)
The following is a quantum chemistry calculation of a structure of composition C29H26IN2O4Sc at a distorted geometry, from the OMol25 dataset.

ORCA input file:
```
! wB97M-V def2-TZVPD RIJCOSX def2/J DEFGRID3
* xyz 0 1
Sc 0.188 0.518 -0.808
C 2.946 -3.251 -1.065
C 1.486 -3.458 -0.873
N 1.150 -4.677 -0.561
C -0.076 -4.872 -0.080
C -1.117 -3.992 -0.133
C -2.455 -4.564 0.157
O -3.374 -4.101 -0.823
C -0.859 -2.660 -0.666
C -1.925 -1.719 -0.687
N -1.786 -0.403 -0.887
C -2.793 0.558 -0.870
C -3.782 0.631 0.145
C -4.788 1.610 0.056
C -4.808 2.481 -0.993
C -3.888 2.344 -2.040
C -2.835 1.492 -1.943
I -1.481 1.411 -3.597
C 0.522 -2.327 -1.000
O 0.892 -1.259 -1.606
H 3.155 -2.201 -1.364
H 3.284 -3.948 -1.854
H 3.545 -3.518 -0.195
H -0.138 -5.856 0.351
H -2.706 -4.339 1.238
H -2.407 -5.667 0.087
H -4.273 -4.293 -0.484
H -2.949 -2.102 -0.581
H -3.793 -0.123 0.915
H -5.562 1.689 0.869
H -5.588 3.268 -1.057
H -4.006 2.934 -2.950
C 0.977 1.093 3.423
C 0.296 1.208 2.070
O 0.354 0.277 1.218
C -0.457 2.458 1.904
C -0.990 3.116 3.036
C -1.785 4.256 2.963
C -2.164 4.711 1.695
C -1.642 4.113 0.567
C -0.765 2.987 0.607
O -0.231 2.463 -0.475
H 1.726 0.298 3.335
H 0.274 0.663 4.163
H 1.381 2.022 3.703
H -0.752 2.635 3.977
H -2.017 4.807 3.911
H -2.900 5.503 1.651
H -1.986 4.411 -0.413
C 2.390 1.525 -0.836
C 3.551 0.733 -0.943
C 4.115 0.056 0.200
C 5.214 -0.748 0.069
C 5.868 -0.913 -1.192
C 5.451 -0.119 -2.230
C 4.271 0.611 -2.154
H 2.216 2.164 -1.687
H 2.219 1.828 0.201
H 3.618 0.247 1.117
H 5.514 -1.325 0.971
H 6.638 -1.648 -1.362
H 6.001 -0.115 -3.135
H 3.838 1.080 -3.053
*
```

The frontier orbital gap is 5.033 eV. The HOMO energy is -0.217 Eh. The energy relative to the best compared isomer or geometry (same formula, charge and spin) comes out at 0.0 kcal per mole.

***

| no. | E_tot (hartree) |
| --- | --- |
| 1 | -3358.22487 |
| 2 | -2589.62445 |